Record 1
C14H6Cl7F5N5O3TeTi | ωB97M-V/def2-TZVPD

Element x y z (Å)
Ti1 -0.15 -0.68 -0.38
N1 -0.36 1.08 -4.35
C1 -0.32 1.36 -3.05
N2 0.16 0.31 -2.40
C2 0.37 -0.60 -3.40
N3 0.08 -0.17 -4.60
C3 0.95 -1.89 -3.05
C4 1.37 -2.84 -3.96
N4 2.03 -3.93 -3.57
C5 2.29 -4.03 -2.27
C6 1.84 -3.09 -1.35
N5 1.14 -2.03 -1.73
H1 -0.66 1.67 -5.11
H2 -0.62 2.31 -2.64
H3 1.16 -2.71 -5.02
H4 2.86 -4.88 -1.94
H5 2.06 -3.22 -0.31
Cl1 -0.60 1.96 0.02
C7 -0.39 1.87 1.73
C8 -0.38 0.60 2.30
C9 -0.14 0.54 3.67
Cl2 -0.03 -1.01 4.44
C10 0.02 1.68 4.44
Cl3 0.28 1.53 6.13
C11 -0.04 2.94 3.85
Cl4 0.15 4.36 4.79
C12 -0.24 3.03 2.48
Cl5 -0.29 4.55 1.69
F1 -1.23 -2.99 2.56
Te1 0.51 -2.63 2.16
F2 -0.56 -2.44 0.12
F3 0.66 -4.28 1.36
F4 1.01 -3.52 3.71
F5 1.49 -0.19 0.19
O1 -0.60 -0.50 1.54
Cl6 -4.34 -2.74 -0.67
C13 -4.18 -1.09 -1.29
Cl7 -3.92 -1.08 -3.04
C14 -3.07 -0.42 -0.50
O2 -3.28 0.14 0.53
O3 -1.84 -0.54 -1.06
H6 -5.10 -0.56 -1.09

Summary:
E	-5874.772875	Eh
net charge	+1
LUMO level	-4.40	eV
spin multiplicity	1

These are the natural (NBO) partial charges, in e, on atoms 1 to 8: 1.67 -0.31 0.25 -0.50 0.30 -0.21 0.12 0.05


Record 2
C14H6N2S6 | ωB97M-V/def2-TZVPD

Element x y z (Å)
S1 3.69 -4.04 3.06
S2 2.21 2.81 1.62
S3 -1.40 -1.33 2.77
N1 -1.06 0.64 -1.20
S4 1.53 1.37 -0.80
S5 5.08 0.90 2.20
S6 1.72 -2.62 1.57
C1 3.19 -2.66 2.45
C2 2.28 1.34 0.78
C3 -1.25 -0.77 1.25
C4 -2.20 0.18 -0.75
C5 0.08 0.40 -0.50
C6 -3.43 0.88 -1.29
C7 -4.62 0.84 -0.77
C8 4.18 -1.55 2.29
C9 -4.75 -0.08 0.28
C10 3.84 -0.34 1.97
C11 1.42 -0.84 1.37
C12 0.08 -0.40 0.66
C13 2.49 0.11 1.43
C14 -3.59 -0.74 0.90
N2 -2.36 -0.52 0.49
H1 5.36 0.42 3.38
H2 -3.30 1.52 -2.21
H3 -5.46 1.24 -1.31
H4 5.13 -1.71 2.74
H5 -5.65 -0.31 0.72
H6 -3.68 -1.52 1.65

Summary:
E	-3035.585362	Eh
SMILES	S=c1cc(S)c2c(=S)sc3nc4ccccn4c(=S)c3c2s1
relative energy (zero: lowest compared OMol25 entry of this formula, charge and spin)	183.5	kJ/mol
LUMO level	-1.79	eV
spin multiplicity	1

These are the natural (NBO) partial charges, in e, on atoms 1 to 8: 0.04 0.15 -0.10 -0.48 0.40 0.06 0.49 -0.38


Record 3
C14H6N3O11W | ωB97M-V/def2-TZVPD

Element x y z (Å)
W1 -0.71 -0.03 -1.13
O1 0.58 5.62 0.73
C1 0.26 4.39 0.38
C2 -1.00 3.81 0.64
C3 -1.21 2.53 0.24
N1 -0.24 1.83 -0.36
C4 0.94 2.37 -0.65
C5 1.24 3.65 -0.29
C6 1.81 1.41 -1.43
O2 2.90 1.64 -1.84
O3 1.13 0.25 -1.61
C7 -2.48 1.73 0.37
O4 -3.49 2.09 0.86
O5 -2.27 0.49 -0.20
H1 -0.15 6.08 1.18
H2 -1.80 4.36 1.13
H3 2.20 4.09 -0.53
O6 0.14 -3.86 -0.24
C8 -0.13 -2.88 -0.83
O7 -0.37 -1.65 -0.22
C9 -0.22 -2.67 -2.31
C10 -1.03 -1.53 -2.69
C11 -0.71 -0.90 -3.93
C12 0.01 -1.56 -4.92
C13 0.56 -2.76 -4.56
C14 0.54 -3.29 -3.24
N2 1.35 -3.48 -5.59
O8 1.91 -4.50 -5.24
O9 1.42 -2.96 -6.68
N3 -1.00 0.45 -3.98
O10 -1.19 1.01 -2.79
O11 -1.07 1.13 -4.96
H4 -2.09 -1.60 -2.45
H5 0.22 -1.13 -5.89
H6 1.17 -4.14 -2.99

Summary:
E	-1595.739701	Eh
net charge	+1
LUMO level (spin up / spin down)	-5.60 / -6.45	eV
spin multiplicity	3

These are the natural (NBO) partial charges, in e, on atoms 1 to 8: 2.15 -0.59 0.41 -0.25 0.13 -0.52 0.14 -0.23


Record 4
C14H6NO5PdS | ωB97M-V/def2-TZVPD

Element x y z (Å)
Pd1 0.03 0.46 0.00
O1 4.27 4.72 0.00
C1 3.43 3.85 0.00
C2 1.94 4.07 0.00
O2 1.38 5.15 0.00
C3 1.34 2.73 0.00
C4 2.35 1.75 0.00
O3 2.10 0.48 0.00
C5 3.68 2.37 0.00
O4 4.76 1.82 0.00
O5 0.08 2.43 0.00
S1 -4.05 -1.21 0.00
C6 -4.27 0.50 0.00
C7 -3.09 1.18 0.00
C8 -1.95 0.34 0.00
C9 -2.32 -0.99 0.00
C10 -1.33 -2.02 0.00
C11 -1.57 -3.40 0.00
C12 -0.51 -4.27 0.00
C13 0.79 -3.75 0.00
C14 0.96 -2.39 0.00
N1 -0.06 -1.53 0.00
H1 -5.27 0.90 0.00
H2 -3.04 2.26 0.00
H3 -2.60 -3.74 0.00
H4 -0.67 -5.34 0.00
H5 1.65 -4.41 0.00
H6 1.95 -1.95 0.00

Summary:
E	-1494.211647	Eh
net charge	-1
LUMO level	2.24	eV
spin multiplicity	1

These are the natural (NBO) partial charges, in e, on atoms 1 to 8: 0.81 -0.52 0.38 0.37 -0.57 0.20 0.29 -0.77


Record 5
C14H7Cl2N3O2 | ωB97M-V/def2-TZVPD

Element x y z (Å)
N1 -0.45 -2.12 3.18
C1 -0.84 -1.11 2.74
C2 -1.33 0.13 2.25
C3 -1.75 0.26 0.95
C4 -1.90 -0.90 0.14
N2 -2.12 -1.87 -0.48
C5 -2.56 1.43 0.56
O1 -3.23 1.39 -0.48
C6 -2.62 2.56 1.52
Cl1 -3.50 3.92 1.02
C7 -2.06 2.48 2.76
Cl2 -2.09 3.77 3.85
C8 -1.42 1.24 3.23
O2 -0.98 1.09 4.37
C9 2.48 -2.81 -2.33
C10 2.01 -1.44 -1.92
C11 2.67 -0.30 -2.36
C12 2.20 0.94 -1.96
C13 1.07 1.00 -1.12
N3 0.47 -0.09 -0.67
C14 0.88 -1.29 -1.07
H1 1.84 -3.59 -1.91
H2 2.49 -2.91 -3.43
H3 3.52 -2.99 -1.99
H4 3.54 -0.42 -3.01
H5 2.67 1.87 -2.28
H6 0.66 1.97 -0.81
H7 0.33 -2.19 -0.75

Summary:
E	-1772.754922	Eh
SMILES	N#CC1=C(C#N)C(=O)C(Cl)=C(Cl)C1=O.Cc1cccnc1
LUMO level	-2.93	eV
spin multiplicity	1

These are the natural (NBO) partial charges, in e, on atoms 1 to 8: -0.22 0.26 -0.14 -0.07 0.27 -0.25 0.48 -0.43


Record 6
C14H7MgN3O6Se | ωB97M-V/def2-TZVPD

Element x y z (Å)
Mg1 -0.29 0.11 0.66
O1 0.30 4.81 -3.10
C1 0.13 3.75 -2.28
C2 -1.12 3.43 -1.74
C3 -1.19 2.33 -0.92
N1 -0.12 1.61 -0.67
C4 1.09 1.90 -1.15
C5 1.26 2.98 -1.98
C6 2.16 0.95 -0.61
O2 3.29 1.01 -1.03
O3 1.70 0.13 0.29
C7 -2.42 1.81 -0.15
O4 -3.51 2.32 -0.35
O5 -2.14 0.85 0.67
H1 -0.54 5.26 -3.23
H2 -2.01 4.02 -1.94
H3 2.23 3.24 -2.38
O6 0.17 0.54 4.14
C8 0.01 0.32 3.06
Se1 1.31 -2.67 -0.05
N2 -0.29 -1.92 0.24
C9 -1.20 -2.88 0.28
C10 -2.60 -2.67 0.46
C11 -3.41 -3.76 0.47
C12 -2.90 -5.09 0.30
C13 -1.58 -5.33 0.11
C14 -0.68 -4.21 0.09
N3 0.62 -4.29 -0.08
H4 -2.98 -1.66 0.58
H5 -4.47 -3.63 0.61
H6 -3.59 -5.92 0.32
H7 -1.18 -6.32 -0.02

Summary:
E	-3755.116251	Eh
relative energy (zero: lowest compared OMol25 entry of this formula, charge and spin)	0.0	kJ/mol
LUMO level	-1.50	eV
spin multiplicity	1

These are the natural (NBO) partial charges, in e, on atoms 1 to 8: 1.74 -0.64 0.36 -0.30 0.14 -0.63 0.12 -0.27